[1]
{
  "formula": "C31H78CdF6N2O15S2",
  "method": "wB97M-V/def2-TZVPD",
  "spin_multiplicity": 1,
  "de_lowest_kcal_mol": 0.0,
  "total_charge": 0,
  "species": ["Cd", "C", "C", "C", "C", "C", "C", "N", "O", "C", "C", "C", "H", "H", "H", "H", "H", "H", "H", "H", "H", "H", "H", "H", "H", "H", "H", "H", "H", "H", "C", "F", "F", "F", "S", "O", "O", "N", "S", "O", "O", "C", "F", "F", "F", "C", "C", "O", "H", "H", "H", "H", "H", "H", "C", "C", "O", "H", "H", "H", "H", "H", "H", "C", "C", "O", "H", "H", "H", "H", "H", "H", "C", "C", "O", "H", "H", "H", "H", "H", "H", "C", "C", "O", "H", "H", "H", "H", "H", "H", "C", "C", "O", "H", "H", "H", "H", "H", "H", "C", "C", "O", "H", "H", "H", "H", "H", "H", "C", "C", "O", "H", "H", "H", "H", "H", "H", "C", "C", "O", "H", "H", "H", "H", "H", "H", "C", "C", "O", "H", "H", "H", "H", "H", "H"],
  "xyz": [[0.61, -1.18, -0.80], [2.03, -4.69, -1.83], [1.59, -5.20, -0.46], [2.60, -6.26, -0.02], [2.40, -6.69, 1.44], [2.41, -5.48, 2.35], [1.30, -4.48, 1.92], [1.49, -4.12, 0.52], [0.65, -3.12, 0.04], [1.55, -3.24, 2.79], [-0.08, -5.08, 2.26], [0.21, -5.88, -0.79], [2.93, -4.06, -1.80], [1.30, -3.97, -2.21], [2.19, -5.41, -2.64], [3.59, -5.77, -0.02], [2.55, -7.17, -0.61], [3.24, -7.37, 1.66], [1.54, -7.35, 1.54], [3.40, -5.00, 2.31], [2.33, -5.77, 3.40], [0.79, -2.51, 2.49], [2.53, -2.83, 2.59], [1.42, -3.46, 3.85], [-0.17, -6.08, 1.83], [-0.89, -4.50, 1.83], [-0.23, -5.16, 3.34], [0.05, -6.74, -0.13], [0.30, -6.39, -1.75], [-0.63, -5.21, -0.73], [2.62, 1.52, 1.56], [2.91, 1.87, 2.79], [2.86, 2.55, 0.77], [3.32, 0.46, 1.21], [0.76, 1.02, 1.43], [0.73, -0.28, 2.06], [-0.06, 2.02, 2.01], [0.58, 0.80, -0.28], [0.37, 2.22, -1.03], [0.48, 3.46, -0.29], [1.12, 2.18, -2.26], [-1.46, 2.19, -1.49], [-2.14, 2.23, -0.35], [-1.75, 3.26, -2.21], [-1.76, 1.07, -2.14], [4.08, -1.61, -2.97], [3.68, -0.61, -1.87], [2.77, -1.22, -0.96], [3.27, -2.06, -3.54], [4.56, -2.45, -2.45], [4.88, -1.28, -3.63], [3.28, 0.27, -2.37], [4.59, -0.38, -1.30], [3.22, -1.94, -0.49], [-2.88, -2.83, 0.72], [-2.08, -1.55, 0.79], [-1.53, -1.23, -0.52], [-3.15, -3.10, 1.75], [-2.43, -3.69, 0.23], [-3.86, -2.68, 0.27], [-1.20, -1.67, 1.43], [-2.68, -0.70, 1.13], [-2.29, -1.15, -1.12], [-3.12, 3.29, 4.79], [-3.19, 2.83, 3.31], [-2.63, 3.78, 2.45], [-3.02, 2.46, 5.49], [-4.02, 3.78, 5.15], [-2.29, 3.99, 4.91], [-4.20, 2.60, 2.99], [-2.63, 1.89, 3.25], [-1.74, 3.58, 2.15], [-0.63, 4.59, -4.61], [0.61, 5.38, -4.16], [0.55, 6.66, -4.80], [-0.68, 4.37, -5.68], [-1.51, 5.19, -4.36], [-0.77, 3.65, -4.08], [1.53, 4.86, -4.41], [0.57, 5.52, -3.09], [0.60, 6.54, -5.75], [-5.75, -0.86, -1.24], [-4.72, -0.35, -2.23], [-3.71, -1.32, -2.50], [-6.61, -0.22, -1.06], [-5.27, -1.07, -0.28], [-6.09, -1.82, -1.63], [-4.30, 0.55, -1.76], [-5.19, -0.10, -3.18], [-3.44, -1.19, -3.42], [2.64, -0.45, 4.74], [4.07, -0.06, 5.06], [4.17, 0.29, 6.43], [2.01, 0.42, 4.57], [2.19, -0.96, 5.59], [2.58, -1.04, 3.83], [4.46, 0.66, 4.33], [4.69, -0.96, 4.92], [4.97, -0.09, 6.80], [-4.90, 4.17, -2.92], [-4.82, 4.39, -1.41], [-5.30, 5.71, -1.16], [-5.84, 4.53, -3.34], [-4.69, 3.15, -3.22], [-4.16, 4.79, -3.43], [-3.80, 4.20, -1.07], [-5.42, 3.62, -0.91], [-5.08, 5.82, -0.22], [0.42, 5.97, 1.94], [0.70, 7.48, 1.98], [1.55, 7.86, 3.06], [-0.21, 5.77, 2.81], [1.33, 5.40, 2.14], [-0.08, 5.66, 1.03], [-0.26, 7.99, 2.02], [1.25, 7.78, 1.09], [1.00, 7.88, 3.85], [-2.87, 2.21, -5.87], [-3.74, 1.27, -5.02], [-3.39, -0.10, -5.20], [-2.74, 2.00, -6.94], [-1.87, 2.34, -5.47], [-3.33, 3.20, -5.73], [-4.78, 1.31, -5.35], [-3.62, 1.60, -3.99], [-3.69, -0.38, -6.07], [5.06, -2.70, 2.51], [5.23, -3.52, 1.23], [4.19, -3.30, 0.30], [4.27, -3.03, 3.20], [4.88, -1.63, 2.39], [5.98, -2.78, 3.10], [5.21, -4.57, 1.51], [6.20, -3.25, 0.82], [3.38, -3.76, 0.59]],
  "mulliken_charge": [1.213, -1.510, 1.746, -1.066, -1.086, -0.864, 2.013, 0.221, 0.089, -0.975, -1.666, -1.727, 0.036, 0.178, 0.501, 0.273, 0.432, 0.545, 0.396, -0.127, 0.611, 0.009, -0.638, 0.560, 0.269, 0.021, 0.474, 0.412, 0.591, -0.071, 0.394, -0.148, -0.171, -0.120, -0.411, -0.286, -0.168, 0.282, 0.127, -0.275, -0.631, 0.364, 0.015, 0.023, -0.303, -1.216, -0.323, 0.974, 0.284, 0.170, 0.418, 0.391, 0.187, -0.388, -1.332, 0.423, 0.388, 0.455, 0.070, 0.309, -0.154, 0.325, -0.253, -1.191, 0.289, -0.500, 0.351, 0.329, 0.277, 0.333, -0.114, 0.213, -0.454, -0.284, -0.559, 0.483, 0.296, -0.253, 0.289, 0.140, 0.315, -1.411, 0.719, -0.522, 0.386, 0.216, 0.339, -0.298, 0.357, 0.285, -0.105, -0.305, -0.544, 0.111, 0.466, -0.286, 0.145, 0.258, 0.332, -0.748, 0.198, -0.560, 0.492, -0.060, 0.184, -0.043, 0.227, 0.331, -0.384, -0.617, -0.532, 0.219, 0.230, 0.150, 0.319, 0.325, 0.305, -1.029, 0.366, -0.568, 0.459, 0.096, 0.307, 0.500, -0.452, 0.300, -0.817, -0.635, -0.451, 0.352, 0.187, 0.455, 0.305, 0.516, -0.311]
}

[2]
{
  "formula": "C31H83N7O10Zn",
  "method": "wB97M-V/def2-TZVPD",
  "spin_multiplicity": 1,
  "de_lowest_kcal_mol": 0.0,
  "total_charge": 0,
  "species": ["Zn", "C", "C", "O", "O", "H", "H", "H", "C", "O", "H", "H", "H", "C", "C", "C", "O", "C", "N", "H", "H", "H", "H", "H", "H", "H", "H", "H", "H", "H", "C", "C", "C", "O", "C", "N", "H", "H", "H", "H", "H", "H", "H", "H", "H", "H", "H", "C", "C", "C", "O", "C", "N", "H", "H", "H", "H", "H", "H", "H", "H", "H", "H", "H", "C", "C", "C", "O", "C", "N", "H", "H", "H", "H", "H", "H", "H", "H", "H", "H", "H", "C", "C", "C", "O", "C", "N", "H", "H", "H", "H", "H", "H", "H", "H", "H", "H", "H", "C", "C", "C", "O", "C", "N", "H", "H", "H", "H", "H", "H", "H", "H", "H", "H", "H", "C", "C", "C", "O", "C", "N", "H", "H", "H", "H", "H", "H", "H", "H", "H", "H", "H"],
  "xyz": [[-20.04, -9.63, -1.77], [-18.21, -6.28, -2.94], [-18.93, -7.55, -2.55], [-19.74, -8.18, -3.34], [-18.70, -8.01, -1.36], [-17.45, -6.03, -2.18], [-18.92, -5.44, -2.97], [-17.66, -6.25, -3.86], [-19.23, -12.33, -1.77], [-19.69, -11.25, -0.96], [-19.25, -13.23, -1.23], [-19.90, -12.42, -2.62], [-18.25, -12.24, -2.22], [-21.53, -14.57, 0.25], [-21.99, -15.07, -1.11], [-21.98, -16.53, -1.27], [-22.29, -16.90, -2.56], [-22.21, -18.37, -2.79], [-23.34, -14.55, -1.33], [-21.26, -13.50, 0.24], [-20.71, -15.22, 0.58], [-22.33, -14.76, 1.00], [-21.36, -14.76, -1.92], [-22.53, -17.03, -0.47], [-21.00, -16.88, -0.95], [-22.26, -18.50, -3.85], [-22.94, -18.92, -2.22], [-21.16, -18.67, -2.58], [-23.88, -14.99, -0.62], [-23.68, -14.86, -2.25], [-22.92, -10.87, -3.63], [-22.92, -9.41, -4.11], [-22.96, -9.19, -5.55], [-22.06, -9.96, -6.28], [-20.72, -9.51, -6.33], [-23.91, -8.63, -3.41], [-22.39, -11.54, -4.30], [-23.90, -11.33, -3.66], [-22.55, -10.99, -2.58], [-21.98, -8.99, -3.72], [-22.83, -8.13, -5.83], [-23.97, -9.45, -5.92], [-20.24, -10.09, -7.14], [-20.27, -9.71, -5.34], [-20.75, -8.47, -6.57], [-24.89, -8.98, -3.44], [-23.70, -7.64, -3.53], [-17.41, -12.48, 2.02], [-16.96, -11.01, 1.77], [-16.12, -10.93, 0.48], [-15.03, -11.80, 0.60], [-14.38, -12.13, -0.60], [-18.08, -10.12, 1.61], [-17.98, -12.66, 2.93], [-16.45, -12.93, 2.15], [-17.83, -12.97, 1.16], [-16.43, -10.57, 2.59], [-15.82, -9.85, 0.35], [-16.77, -11.22, -0.37], [-13.42, -12.55, -0.36], [-14.15, -11.25, -1.25], [-14.98, -12.78, -1.21], [-18.56, -10.34, 0.69], [-17.69, -9.18, 1.54], [-22.77, -7.57, 1.16], [-21.79, -8.56, 0.64], [-22.05, -9.96, 1.08], [-23.47, -10.15, 0.86], [-23.87, -11.47, 1.24], [-21.84, -8.76, -0.93], [-22.56, -6.55, 0.89], [-22.79, -7.57, 2.24], [-23.81, -7.91, 0.96], [-20.78, -8.27, 0.91], [-21.78, -10.10, 2.17], [-21.51, -10.75, 0.55], [-23.22, -12.20, 0.76], [-24.91, -11.69, 1.01], [-23.86, -11.50, 2.37], [-22.82, -8.94, -1.14], [-21.76, -7.81, -1.30], [-15.53, -9.48, -3.61], [-15.77, -9.56, -5.11], [-14.98, -10.70, -5.69], [-15.27, -10.75, -7.06], [-14.56, -11.78, -7.66], [-17.17, -9.87, -5.40], [-14.40, -9.25, -3.44], [-15.78, -10.41, -3.05], [-16.18, -8.68, -3.19], [-15.44, -8.63, -5.63], [-15.37, -11.63, -5.20], [-13.90, -10.61, -5.51], [-13.48, -11.66, -7.50], [-14.66, -11.70, -8.76], [-14.98, -12.77, -7.33], [-17.36, -9.70, -6.41], [-17.80, -9.29, -4.88], [-18.68, -14.75, -7.49], [-18.93, -13.50, -6.73], [-20.37, -13.53, -6.15], [-21.28, -13.55, -7.22], [-22.58, -13.23, -6.77], [-17.99, -13.29, -5.65], [-18.60, -15.65, -6.87], [-17.90, -14.67, -8.20], [-19.54, -14.97, -8.13], [-18.89, -12.71, -7.49], [-20.59, -12.63, -5.55], [-20.55, -14.42, -5.51], [-22.65, -12.16, -6.49], [-22.80, -13.94, -5.97], [-23.29, -13.37, -7.60], [-17.78, -12.29, -5.59], [-18.22, -13.77, -4.80], [-12.56, -16.69, -1.72], [-13.89, -16.26, -1.09], [-14.99, -16.08, -2.14], [-14.84, -14.81, -2.80], [-15.80, -14.59, -3.84], [-14.29, -17.27, -0.06], [-12.61, -17.74, -2.12], [-11.72, -16.66, -0.99], [-12.21, -16.04, -2.52], [-13.86, -15.23, -0.67], [-15.97, -16.07, -1.60], [-14.97, -16.93, -2.88], [-15.52, -13.64, -4.25], [-16.82, -14.58, -3.43], [-15.81, -15.38, -4.58], [-13.59, -17.29, 0.72], [-15.16, -16.99, 0.35]],
  "mulliken_charge": [1.505, -1.430, 0.445, -0.641, -0.751, 0.352, 0.377, 0.360, -1.089, 0.634, 0.409, 0.223, 0.257, -1.225, 1.253, -1.178, -0.267, -0.817, -0.622, -0.358, 0.499, 0.466, -0.064, 0.420, 0.380, 0.276, 0.294, 0.321, 0.293, 0.281, -0.236, 2.081, -1.595, -0.266, -0.488, -0.561, -0.580, 0.521, -0.159, -0.704, 0.379, 0.279, 0.205, -0.024, 0.482, 0.235, 0.226, -1.465, 0.014, 0.219, -0.390, -0.486, -0.519, 0.359, 0.522, 0.131, 0.494, 0.222, -0.182, 0.398, 0.175, 0.101, -0.041, 0.289, -1.569, -0.215, 0.330, -0.431, -0.481, -0.549, 0.415, 0.444, 0.295, 0.463, 0.559, -0.654, -0.009, 0.298, 0.299, 0.259, 0.318, -1.002, 0.262, 0.193, -0.375, -0.753, -0.088, 0.448, 0.016, 0.154, 0.189, -0.707, 0.673, 0.346, 0.249, 0.236, 0.250, -0.193, -1.797, 0.457, -0.044, -0.446, -0.319, 0.281, 0.310, 0.416, 0.412, 0.215, -0.163, 0.393, -0.025, 0.264, 0.292, -0.229, 0.024, -1.402, 1.091, -0.758, -0.315, -0.082, -0.740, 0.347, 0.369, 0.321, -0.097, 0.202, 0.299, -0.240, 0.057, 0.467, 0.279, 0.253]
}

[3]
{
  "formula": "C31H85N5O10",
  "method": "wB97M-V/def2-TZVPD",
  "smiles": "COC[C@H](C)N.COC[C@H](C)N.COC[C@H](C)N.NC(N)=O.CC(C)O.CC(C)O.CC(C)O.CC(C)O.CC(C)O.CC(C)O",
  "spin_multiplicity": 1,
  "total_charge": 0,
  "species": ["C", "C", "C", "O", "H", "H", "H", "H", "H", "H", "H", "H", "C", "C", "C", "O", "H", "H", "H", "H", "H", "H", "H", "H", "C", "C", "C", "O", "H", "H", "H", "H", "H", "H", "H", "H", "C", "C", "C", "O", "H", "H", "H", "H", "H", "H", "H", "H", "C", "C", "C", "O", "H", "H", "H", "H", "H", "H", "H", "H", "C", "C", "C", "O", "H", "H", "H", "H", "H", "H", "H", "H", "C", "C", "C", "O", "C", "N", "H", "H", "H", "H", "H", "H", "H", "H", "H", "H", "H", "C", "C", "C", "O", "C", "N", "H", "H", "H", "H", "H", "H", "H", "H", "H", "H", "H", "C", "C", "C", "O", "C", "N", "H", "H", "H", "H", "H", "H", "H", "H", "H", "H", "H", "C", "O", "N", "N", "H", "H", "H", "H"],
  "xyz": [[-3.58, 4.66, -1.65], [-2.36, 3.99, -2.40], [-1.07, 4.76, -2.26], [-2.21, 2.68, -1.88], [-3.47, 4.52, -0.57], [-4.47, 4.17, -1.92], [-3.55, 5.79, -1.93], [-2.61, 3.88, -3.48], [-0.18, 4.36, -2.73], [-0.75, 4.81, -1.18], [-1.21, 5.79, -2.59], [-3.09, 2.24, -1.76], [1.46, -4.95, 0.16], [1.09, -3.41, 0.04], [-0.25, -3.28, -0.53], [1.31, -2.89, 1.35], [0.84, -5.39, 0.96], [2.50, -5.00, 0.37], [1.21, -5.43, -0.79], [1.83, -2.99, -0.61], [-0.32, -3.83, -1.51], [-0.53, -2.26, -0.69], [-0.85, -3.83, 0.23], [1.63, -1.95, 1.26], [-5.91, 0.58, -1.47], [-4.86, -0.25, -2.15], [-5.38, -1.34, -3.03], [-4.15, 0.69, -3.03], [-6.49, 0.05, -0.71], [-6.63, 1.00, -2.20], [-5.55, 1.46, -0.91], [-4.17, -0.69, -1.39], [-5.68, -2.26, -2.49], [-4.57, -1.66, -3.66], [-6.30, -1.06, -3.59], [-3.18, 0.48, -3.19], [2.86, -1.71, 3.77], [3.97, -2.76, 4.01], [3.87, -3.92, 3.12], [5.21, -2.00, 3.83], [3.21, -0.97, 3.03], [2.62, -1.09, 4.69], [1.94, -2.12, 3.40], [3.95, -3.03, 5.07], [4.63, -4.62, 3.40], [3.92, -3.52, 2.12], [2.92, -4.47, 3.21], [5.95, -2.50, 4.22], [-3.29, 3.61, -6.74], [-3.63, 2.13, -6.93], [-3.64, 1.86, -8.39], [-2.64, 1.31, -6.26], [-2.38, 3.87, -7.27], [-3.10, 3.91, -5.64], [-4.11, 4.26, -7.21], [-4.61, 1.98, -6.41], [-3.80, 0.73, -8.54], [-2.76, 2.21, -8.91], [-4.48, 2.36, -8.87], [-3.01, 0.53, -5.87], [2.71, 2.05, 5.50], [1.34, 2.29, 4.89], [0.33, 2.65, 5.96], [1.57, 3.31, 3.95], [2.95, 2.92, 6.12], [3.55, 2.07, 4.81], [2.83, 1.15, 6.07], [0.79, 1.48, 4.31], [0.34, 1.92, 6.80], [-0.67, 2.85, 5.57], [0.68, 3.62, 6.28], [0.71, 3.72, 3.73], [5.80, -2.97, -0.42], [5.93, -1.42, -0.81], [5.18, -1.12, -2.09], [5.09, 0.30, -2.19], [4.29, 0.62, -3.34], [5.41, -0.62, 0.28], [6.46, -3.41, 0.32], [5.86, -3.65, -1.29], [4.73, -3.05, -0.12], [7.00, -1.20, -0.98], [4.18, -1.57, -2.00], [5.78, -1.53, -2.94], [3.23, 0.30, -3.31], [4.75, 0.21, -4.24], [4.27, 1.73, -3.55], [5.71, 0.36, 0.15], [5.57, -0.89, 1.23], [-2.32, -3.94, 3.16], [-2.79, -2.98, 4.25], [-2.89, -1.55, 3.76], [-1.63, -0.82, 3.78], [-1.24, -0.34, 5.02], [-4.07, -3.51, 4.70], [-2.86, -3.67, 2.24], [-2.46, -4.97, 3.45], [-1.26, -3.66, 2.89], [-2.14, -3.03, 5.09], [-3.52, -1.10, 4.51], [-3.35, -1.42, 2.71], [-1.02, 0.72, 5.07], [-0.35, -0.84, 5.37], [-1.96, -0.48, 5.82], [-4.60, -3.97, 3.99], [-4.67, -2.71, 4.95], [2.35, 2.33, 0.42], [2.03, 1.01, 1.04], [0.56, 0.84, 1.52], [-0.16, 0.49, 0.36], [-1.53, 0.40, 0.65], [2.33, -0.15, 0.36], [2.48, 3.04, 1.25], [1.55, 2.68, -0.27], [3.27, 2.16, -0.16], [2.61, 1.02, 1.98], [0.09, 1.65, 1.95], [0.63, 0.07, 2.24], [-2.01, -0.13, -0.18], [-2.01, 1.38, 0.70], [-1.67, -0.12, 1.56], [3.37, -0.34, 0.27], [1.87, -0.07, -0.54], [-0.40, 0.87, -3.45], [-1.28, -0.02, -3.41], [0.39, 1.15, -2.36], [-0.19, 1.62, -4.57], [0.78, 2.05, -2.36], [-0.08, 0.97, -1.52], [-0.86, 1.50, -5.36], [0.50, 2.33, -4.53]],
  "mulliken_charge": [-1.394, 1.615, -1.345, 0.348, 0.290, 0.376, 0.358, -0.672, 0.250, 0.256, 0.429, -0.174, -1.616, 1.383, -1.268, 0.047, 0.307, 0.316, 0.453, -0.260, 0.385, 0.133, 0.129, -0.255, -1.435, 1.081, -1.439, -0.445, 0.398, 0.288, 0.297, 0.021, 0.363, 0.376, 0.284, 0.152, 0.032, 0.185, -0.959, -0.572, -0.177, 0.065, -0.093, 0.355, 0.535, -0.104, 0.272, 0.314, -1.121, 0.742, -1.357, -0.522, 0.341, -0.031, 0.390, 0.200, 0.297, 0.337, 0.431, 0.194, -1.697, 2.469, -1.930, -0.586, 0.399, 0.396, 0.365, -0.992, 0.307, 0.465, 0.591, 0.330, -0.963, 0.224, -0.628, -0.319, -0.817, -0.575, 0.348, 0.352, -0.027, 0.322, 0.120, 0.485, 0.267, 0.415, 0.248, 0.212, 0.164, -1.270, 0.697, -0.797, -0.365, -0.683, -0.738, 0.373, 0.439, 0.052, 0.287, 0.460, 0.118, -0.050, 0.265, 0.523, 0.273, 0.254, -1.535, 0.018, -1.179, 0.371, -0.496, 1.390, 0.404, 0.006, 0.266, 0.169, 1.318, -0.239, 0.073, 0.096, 0.086, -0.559, 0.042, 0.503, -0.858, 0.620, -0.231, 0.201, -0.437, 0.249, 0.157]
}

Short version: HOMO-LUMO gap = 7.06, 8.78, 9.13 eV, in the order given.